Record 1
Below is a 2-piece molecular cluster, C4H2ClN3O2 overall, with properties calculated with ωB97M-V/def2-TZVPD.

Structure (SMILES): N#CC#[N+][O-].[O-][N+]#CCCl
Frontier orbital gap (eV): 9.61

Geometry (Å):
1 N 2.329 1.357 -2.270
2 H 0.673 -0.304 -0.211
3 C -0.411 -0.245 -0.300
4 Cl -0.817 -0.813 -1.971
5 C 1.386 2.309 -0.156
6 O 1.094 3.409 1.879
7 N 1.309 2.890 0.853
8 C 1.896 1.806 -1.303
9 N -1.706 1.925 -0.052
10 O -2.305 2.937 0.070
11 C -0.887 1.096 -0.098
12 H -0.879 -0.933 0.406



Record 2
Below is the molecule C11H13N, with properties calculated with ωB97M-V/def2-TZVPD.

Energy relative to the best compared isomer or geometry (same formula, charge and spin) (eV): 3.6918
Structure (SMILES): [H]/N=C/C=c1\cccc(C)\c1=C/C
Frontier orbital gap (eV): 7.24

Geometry (Å):
1 H -2.344 2.464 1.505
2 N 4.053 0.289 -0.019
3 C 0.758 -2.426 0.546
4 C 1.809 0.887 -0.567
5 H -3.015 -1.896 -1.075
6 C -0.409 0.173 0.176
7 C 3.197 1.075 -0.479
8 H -0.146 2.254 0.543
9 C 1.478 -1.341 0.518
10 C -0.826 1.449 0.416
11 C -2.175 1.940 0.508
12 C -2.563 -0.978 -0.667
13 C 1.026 -0.059 0.032
14 H -2.595 2.478 -0.377
15 H -1.295 -3.131 0.038
16 H 4.994 0.803 -0.009
17 H 1.099 -3.498 0.658
18 C -0.656 -2.247 0.288
19 H -2.724 0.997 0.677
20 H 2.556 -1.398 0.513
21 H 1.178 1.720 -0.928
22 H -3.190 -0.265 -0.061
23 H -2.498 -0.374 -1.549
24 C -1.227 -1.062 0.053
25 H 3.513 2.145 -0.739



Record 3
Below is the molecule C4H6N2, with properties calculated with ωB97M-V/def2-TZVPD.

Energy relative to the best compared isomer or geometry (same formula, charge and spin) (eV): 0.5680
Structure (SMILES): Cc1cn[nH]c1
Frontier orbital gap (eV): 10.10

Geometry (Å):
1 H -0.215 1.399 -2.543
2 C 0.026 -0.122 0.238
3 N -0.619 -0.489 -1.916
4 C 0.186 1.042 -0.483
5 N -0.213 0.774 -1.751
6 H 0.547 2.016 -0.177
7 H 1.059 0.389 2.042
8 C 0.318 -0.336 1.693
9 C -0.481 -1.039 -0.717
10 H -0.747 -2.083 -0.590
11 H -0.580 -0.216 2.312
12 H 0.718 -1.336 1.891



Record 4
Below is a 3-piece molecular cluster, C4H11NO2 overall, with properties calculated with ωB97M-V/def2-TZVPD.

Energy relative to the best compared isomer or geometry (same formula, charge and spin) (eV): 1.8731
Net charge: +1
Frontier orbital gap (alpha / beta) (eV): 9.12 / 6.45
Spin multiplicity: 2

Geometry (Å):
1 H 1.386 -0.372 2.426
2 C 0.417 0.121 2.330
3 H 1.847 -0.795 -2.007
4 O -1.039 2.860 -0.491
5 H -1.398 -2.923 1.083
6 H -0.614 -2.022 0.086
7 H -0.180 0.430 3.182
8 N -0.060 0.410 1.161
9 C 0.098 -0.043 -1.175
10 H 1.593 -0.501 0.377
11 H -0.284 3.452 -0.632
12 H -0.944 0.264 -1.256
13 C 0.888 -0.450 -2.332
14 H 0.369 -1.274 -2.841
15 H -0.646 2.200 0.094
16 H 0.943 0.379 -3.044
17 C 0.610 -0.095 0.128
18 O -0.576 -2.848 0.581



Record 5
Below is C12H26NO9Sr as an isolated structure, with properties calculated with ωB97M-V/def2-TZVPD.

Energy relative to the best compared isomer or geometry (same formula, charge and spin) (eV): 0.0000
Net charge: -1
Frontier orbital gap (eV): 7.41

Geometry (Å):
1 C -2.726 1.528 3.430
2 C -0.961 2.920 -1.270
3 C -1.729 4.035 -1.945
4 H 0.484 -2.318 -1.230
5 O -0.461 -1.823 -3.552
6 H -1.021 -1.628 -5.542
7 H -1.299 5.009 -1.713
8 C 0.703 -2.505 1.592
9 H -1.390 -0.303 -2.441
10 O 0.373 -1.256 2.115
11 H 2.652 -0.297 -2.132
12 H 5.076 0.770 1.673
13 O 2.752 0.285 0.744
14 Sr 0.259 0.460 0.113
15 H -3.388 2.324 3.089
16 N -0.303 -2.024 -0.661
17 H 2.001 -1.582 3.372
18 C -1.517 -2.200 -1.446
19 H 1.355 -1.004 -2.611
20 C -0.448 -1.096 -4.772
21 H -1.292 -2.881 0.971
22 O 2.139 2.219 1.657
23 O 1.693 -0.237 -2.130
24 H -3.321 0.663 3.719
25 H -0.092 -3.946 0.226
26 O -1.399 1.743 -1.482
27 C -0.299 -2.904 0.515
28 H 0.582 -0.995 -5.108
29 H -1.642 -3.259 -1.737
30 H 4.277 1.300 3.167
31 C -1.500 -1.371 -2.695
32 H -2.165 1.894 4.292
33 H -0.878 -0.102 -4.637
34 O -2.176 0.275 1.488
35 C 2.975 1.330 1.458
36 C 4.360 1.476 2.093
37 C 1.135 -0.928 3.274
38 H -2.471 -1.464 -3.203
39 H 0.489 -1.001 4.153
40 H 1.721 -2.575 1.177
41 O -0.702 1.788 2.185
42 H 1.471 0.104 3.174
43 H 4.701 2.498 1.938
44 H -2.764 4.007 -1.610
45 O -0.023 3.174 -0.497
46 H 0.604 -3.270 2.378
47 H -2.373 -1.893 -0.846
48 H -1.678 3.895 -3.028
49 C -1.783 1.164 2.295



Record 6
Below is a 2-piece molecular cluster, C3H9O3 overall, with properties calculated with ωB97M-V/def2-TZVPD.

Energy relative to the best compared isomer or geometry (same formula, charge and spin) (eV): 0.3640
Net charge: -1
Frontier orbital gap (eV): 6.73

Geometry (Å):
1 O -0.163 1.848 0.222
2 C 1.157 -0.150 0.216
3 O -2.726 1.341 -0.116
4 H -2.655 0.396 0.079
5 O 0.987 -2.043 -1.332
6 H -0.302 -1.714 0.207
7 H 1.896 0.362 -0.422
8 C 0.405 0.922 1.024
9 C 0.256 -1.101 -0.515
10 H 1.179 1.400 1.660
11 H 1.868 -0.754 0.805
12 H -0.465 -0.566 -1.125
13 H -1.751 1.611 -0.145
14 H -0.355 0.421 1.674
15 H 0.667 -1.973 -2.232



Record 7
Below is the molecule C4H7NO2Si, with properties calculated with ωB97M-V/def2-TZVPD.

Energy relative to the best compared isomer or geometry (same formula, charge and spin) (eV): 2.4339
Frontier orbital gap (eV): 7.62

Geometry (Å):
1 H 2.002 -1.955 -1.564
2 C 0.288 0.944 -0.752
3 Si 0.541 -1.842 -1.024
4 N 0.301 -0.284 -0.362
5 H 1.949 0.859 -1.788
6 C -0.329 1.880 0.082
7 C -1.101 1.235 1.120
8 H -1.709 1.934 1.734
9 C -1.228 -0.108 1.249
10 O -1.088 -1.081 2.089
11 O 1.165 1.424 -1.715
12 H -0.348 -1.008 2.813
13 H -0.247 -2.037 -2.110
14 H 0.348 -2.875 0.211
15 H -0.543 2.915 0.015



Record 8
Below is the molecule C3H6I3N, with properties calculated with ωB97M-V/def2-TZVPD.

Energy relative to the best compared isomer or geometry (same formula, charge and spin) (eV): 1.0102
Structure (SMILES): CN(I)[C@H](I)CI
Frontier orbital gap (eV): 8.40

Geometry (Å):
1 H -1.410 0.308 -0.442
2 C 0.588 0.509 -1.644
3 H 0.710 1.458 -1.219
4 N 0.484 0.250 0.815
5 I 2.241 -0.950 1.097
6 H -0.863 1.171 2.050
7 C -0.329 -0.126 -0.645
8 C -0.475 0.137 1.858
9 H -1.371 -0.465 1.542
10 I -0.215 0.571 -3.681
11 I -0.774 -2.252 -0.939
12 H -0.093 -0.500 2.842
13 H 1.507 -0.111 -1.634



Record 9
Below is C17H20BClN6Zr as an isolated structure, with properties calculated with ωB97M-V/def2-TZVPD.

Energy relative to the best compared isomer or geometry (same formula, charge and spin) (eV): 0.0000
Net charge: +2
Frontier orbital gap (eV): 6.02

Geometry (Å):
1 N 0.111 2.002 -1.940
2 C -0.119 -0.038 3.018
3 H 1.602 -2.751 4.232
4 C 1.873 -1.594 -0.467
5 C 0.620 0.960 3.713
6 B 0.243 0.727 -2.846
7 H -0.276 -3.339 0.086
8 C -1.177 -2.786 0.381
9 N 0.846 -0.783 -0.869
10 C 2.049 -0.704 4.742
11 H 1.294 3.423 -2.919
12 C 2.817 -1.659 -1.490
13 H -1.498 1.330 2.072
14 H 0.956 4.862 -0.615
15 N -0.478 1.915 -0.670
16 C 1.330 -1.704 4.089
17 C 1.685 0.634 4.547
18 C -3.160 -0.691 -2.191
19 H 3.707 -2.261 -1.514
20 H 1.848 -2.097 0.491
21 N 1.187 -0.284 -2.119
22 H -0.479 3.198 1.037
23 H 2.882 -0.951 5.400
24 C 2.360 -0.810 -2.499
25 C 0.768 3.161 -2.013
26 H -1.491 1.760 -0.690
27 H -1.459 -3.057 1.405
28 H -2.137 -0.331 2.331
29 H -3.907 -1.013 -1.476
30 C 0.264 -1.380 3.254
31 C -1.235 0.271 2.103
32 C -1.968 -0.089 -3.989
33 C -3.212 -0.580 -3.574
34 N -1.904 -0.271 -1.758
35 H -4.049 -0.799 -4.217
36 C 0.589 3.871 -0.818
37 H -2.002 -3.112 -0.278
38 C -0.155 3.072 0.017
39 N -1.190 0.093 -2.925
40 Cl 0.204 2.619 3.571
41 H 2.778 -0.563 -3.464
42 H -1.587 0.177 -4.972
43 Zr -1.154 -0.646 -0.043
44 H -0.286 -2.181 2.753
45 H 0.680 0.976 -3.936
46 H 2.233 1.426 5.051



Record 10
Below is the molecule C14H12BNO4S, with properties calculated with ωB97M-V/def2-TZVPD.

Structure (SMILES): O=C(B(O)O)c1ccc(C(=O)N2CCc3ccccc32)s1
Frontier orbital gap (eV): 7.42

Geometry (Å):
1 C -0.632 -3.741 0.866
2 H 1.049 6.723 2.022
3 H -0.211 -2.082 -3.139
4 C -1.334 -4.375 -1.749
5 O 1.924 4.284 -1.258
6 S 0.939 1.496 -0.298
7 O 1.202 5.782 1.813
8 C -0.896 -1.917 -2.312
9 H 0.659 -0.579 -1.652
10 C -0.717 -2.736 -0.076
11 B 1.594 5.625 0.521
12 C 0.224 1.586 2.171
13 H -0.932 0.120 -1.399
14 N -0.419 -1.357 0.004
15 H 2.275 6.463 -1.108
16 H -1.880 -1.688 -2.718
17 H -0.270 1.375 3.113
18 O 1.840 6.729 -0.276
19 H -1.521 -6.355 -1.061
20 C 1.126 3.001 0.538
21 C -1.278 -5.326 -0.815
22 H -0.893 -5.809 1.247
23 H -1.563 -4.591 -2.780
24 H 0.691 3.684 2.513
25 C -0.361 -0.810 -1.381
26 C -0.970 -5.041 0.498
27 C 1.554 4.180 -0.114
28 C -1.004 -3.089 -1.395
29 O -0.457 -1.115 2.240
30 C 0.287 0.749 1.105
31 H -0.478 -3.435 1.897
32 C 0.651 2.863 1.820
33 C -0.198 -0.615 1.164



Record 11
Below is a 14-piece molecular cluster, C50H139N11O17 overall, with properties calculated with ωB97M-V/def2-TZVPD.

Energy relative to the best compared isomer or geometry (same formula, charge and spin) (eV): 3.4550
Frontier orbital gap (eV): 8.53

Geometry (Å):
1 O 1.955 3.619 -1.152
2 H 2.149 0.851 1.452
3 N 1.708 -6.124 -2.379
4 C 2.260 -3.977 -1.328
5 H 5.563 -2.680 1.975
6 N 3.472 -3.778 8.294
7 H 0.737 0.776 2.447
8 H 1.619 -2.430 6.563
9 N -4.801 -2.910 5.529
10 H -1.106 -1.831 1.485
11 H 3.218 -1.744 6.408
12 H -4.092 5.507 -4.454
13 N -1.710 -3.455 -4.226
14 H 0.903 1.520 -1.155
15 C 2.686 -4.999 -2.414
16 H -2.033 0.787 3.487
17 C 4.044 -0.321 -3.138
18 H 6.727 -0.484 2.243
19 H 4.216 1.877 -2.784
20 C -5.614 2.556 1.221
21 O -1.807 -4.011 3.736
22 H 0.524 4.048 -2.526
23 H 2.286 -6.857 -2.764
24 C -7.295 -3.864 -3.218
25 H 5.089 0.824 1.291
26 H -2.375 -3.353 -4.980
27 C -2.607 4.595 -1.374
28 H -5.744 -4.028 3.334
29 C -3.282 5.491 -3.725
30 C -3.777 5.106 -2.246
31 H -0.839 -0.397 -5.721
32 H 3.421 -4.674 8.757
33 H 5.317 6.556 -0.596
34 H -4.670 -2.547 2.972
35 H -0.829 -4.150 0.710
36 C -0.451 -3.740 3.642
37 C -1.692 -4.055 -1.777
38 N 5.043 -0.183 1.231
39 C -2.638 2.605 3.995
40 H -2.729 4.623 -4.084
41 H -4.136 6.024 -1.781
42 H -2.901 7.206 -5.495
43 H -0.582 3.305 3.429
44 H -4.374 -4.033 -4.180
45 H -4.776 -1.912 5.375
46 O 2.456 -4.391 0.010
47 H -5.221 -1.452 0.393
48 H 10.409 0.254 -0.567
49 N 1.129 0.568 -0.902
50 O 2.606 -0.314 -3.169
51 H 4.210 -3.983 6.374
52 H -2.939 4.555 -0.337
53 H -3.535 2.527 3.381
54 C 3.254 -3.907 6.892
55 H -6.478 3.171 0.970
56 N -2.270 1.236 4.361
57 H -1.330 1.288 4.726
58 H 4.915 3.446 3.800
59 H -4.174 0.544 1.452
60 H -2.398 -1.586 0.190
61 H 0.960 1.082 -5.161
62 H -0.542 4.451 -6.073
63 H -1.414 0.068 -0.766
64 H 4.369 -0.412 -4.174
65 C 2.327 -5.129 6.662
66 H -0.166 5.258 2.381
67 H -3.056 -0.473 -4.252
68 H 2.295 -0.391 -2.264
69 H 1.455 6.186 -2.085
70 H -7.961 -4.125 -4.041
71 C 4.571 0.922 -2.396
72 H -1.523 2.736 2.143
73 H 3.330 3.641 3.192
74 C 2.628 -2.637 6.205
75 C 6.162 5.872 -0.523
76 H 7.117 -2.830 1.098
77 O -6.607 -2.398 -0.760
78 H 3.688 -5.332 -2.142
79 C 6.171 -2.292 1.157
80 H -1.267 6.584 -5.407
81 H 4.084 5.114 1.224
82 H 2.934 -3.135 -1.484
83 C -4.751 -3.579 3.315
84 H -1.156 -4.957 -2.071
85 O -4.745 2.359 0.130
86 H 4.393 -0.502 1.935
87 C -0.014 1.378 -4.771
88 H -1.659 8.152 -4.594
89 H -0.351 -0.754 -2.950
90 C -3.781 -4.396 -3.340
91 H -1.978 3.347 5.961
92 H 4.454 3.088 -0.382
93 O 4.693 3.057 1.787
94 C 7.152 -0.138 0.127
95 H -5.165 -3.306 0.440
96 C 0.009 3.611 -5.650
97 H -3.341 4.319 5.157
98 C 1.070 1.000 1.433
99 H -2.821 -2.559 -2.721
100 H 6.633 5.827 -1.504
101 H -0.863 4.547 0.825
102 H 2.218 3.481 -3.115
103 H -6.715 1.177 2.594
104 H -2.768 -1.618 1.891
105 H -5.682 -0.956 -2.050
106 C 2.772 -4.509 -3.877
107 H -5.263 -2.503 -4.313
108 H 3.960 1.967 3.452
109 H -6.468 0.494 1.012
110 C -1.044 5.076 1.761
111 H -1.280 1.559 0.196
112 H 2.939 -2.439 0.625
113 C -2.339 0.348 -4.280
114 C -2.855 3.356 5.314
115 H -5.686 4.686 -2.715
116 H -1.405 6.028 1.371
117 H -1.231 -2.568 -4.174
118 O 3.488 5.652 -2.595
119 H -3.377 -5.375 -3.597
120 H -4.381 -4.506 -2.437
121 C -2.487 -3.556 -3.011
122 O 3.964 0.859 -1.108
123 H 4.492 -1.180 -2.638
124 H -2.828 1.005 -5.000
125 H 9.019 1.298 -0.977
126 H 5.616 4.977 1.984
127 H 1.886 -5.130 5.665
128 O 2.514 -2.781 4.792
129 C -1.033 0.498 0.160
130 H -5.129 3.050 2.063
131 H -1.721 5.219 -1.490
132 H 2.913 3.622 -1.091
133 H 1.805 -4.278 -4.323
134 C -6.912 -2.341 -3.212
135 H 2.120 0.706 -0.765
136 H 2.717 -0.709 4.379
137 O -0.720 2.376 -5.563
138 H 1.438 -5.137 7.293
139 H -0.909 -3.298 -1.747
140 H 6.890 0.919 0.094
141 O -4.804 0.384 2.159
142 H 3.267 -5.229 -4.528
143 H 4.518 0.319 -0.539
144 C 2.252 -3.247 0.878
145 H 0.997 2.072 1.251
146 N -6.200 -2.153 -4.452
147 H 0.072 -4.375 2.926
148 H 0.842 3.398 -6.320
149 H 6.576 3.770 0.069
150 C 9.346 0.272 -0.809
151 C 1.609 4.056 -2.417
152 H 1.218 -2.934 1.018
153 H -4.742 3.171 -0.381
154 C -1.706 -4.729 0.423
155 O 8.551 -0.313 0.256
156 H -1.515 -5.770 0.163
157 H -4.758 3.483 -2.961
158 H 9.226 -0.265 -1.750
159 H -6.377 -4.445 -3.302
160 H 3.352 -3.587 -3.904
161 H -4.204 -4.149 2.565
162 C 4.964 4.473 1.270
163 H -3.566 2.827 5.950
164 C 2.057 -1.555 4.189
165 C 4.195 2.981 3.127
166 H 1.042 -1.283 4.481
167 H -4.348 -2.842 6.429
168 H -6.441 -2.372 1.183
169 H 5.302 3.396 -1.654
170 H -7.782 -1.685 -3.243
171 H 3.753 5.007 -1.934
172 H 5.658 0.898 -2.319
173 C 0.463 0.195 0.346
174 H -0.243 -2.683 3.474
175 C 6.368 -0.784 1.259
176 O -2.055 4.553 2.655
177 O -1.807 0.054 1.211
178 C -2.016 7.157 -4.861
179 H 0.078 1.813 -3.776
180 O -2.422 -4.089 -0.631
181 H 1.595 -6.465 -1.435
182 H 2.890 -6.062 6.710
183 H 1.234 -3.620 -1.411
184 H -6.560 -2.736 -5.193
185 C -2.516 -3.103 4.591
186 C -0.891 0.048 -4.727
187 H 0.419 4.093 -4.763
188 H -7.851 -4.086 -2.308
189 C -2.010 -1.309 1.171
190 H 6.785 6.295 0.265
191 O -2.395 6.565 -3.709
192 H -5.026 -2.506 -2.080
193 H 2.543 -3.576 1.876
194 H -2.101 -3.171 5.596
195 H -2.384 0.812 -3.294
196 N 4.759 3.868 -0.946
197 C -6.005 1.129 1.768
198 H 2.686 -3.258 8.658
199 H 5.736 -2.569 0.196
200 H 1.969 -1.761 3.123
201 H 0.093 -3.777 4.586
202 H -2.353 3.556 -1.586
203 H -2.524 -2.064 4.259
204 H 1.681 5.764 -3.729
205 C -3.966 -3.708 4.652
206 H -2.375 -4.789 1.281
207 H 6.829 -0.574 -0.818
208 C -5.987 -2.001 -1.982
209 H 0.589 -0.871 0.535
210 N -4.916 4.205 -2.273
211 C -5.759 -2.398 0.333
212 C -1.622 3.226 3.112
213 N -0.333 -1.049 -3.915
214 H 0.661 -1.113 -4.080
215 C 5.710 4.420 -0.055
216 H -3.952 -4.759 4.939
217 C 2.057 5.544 -2.730



Record 12
Below is C7H10 as an isolated structure, with properties calculated with ωB97M-V/def2-TZVPD.

Energy relative to the best compared isomer or geometry (same formula, charge and spin) (eV): 6.3935
Frontier orbital gap (eV): 9.65

Geometry (Å):
1 H 0.083 -1.270 -1.555
2 C 0.202 0.745 -0.642
3 C 0.855 -0.233 0.253
4 C 1.156 -0.255 1.696
5 C -1.508 -1.231 -0.035
6 C -0.214 -0.744 -0.647
7 H 0.752 1.027 -1.539
8 H 3.283 -0.522 1.014
9 C 2.217 -0.730 1.014
10 H -2.354 -1.043 -0.706
11 C -0.656 1.840 -0.050
12 H -1.458 -2.309 0.154
13 H -0.051 2.734 0.139
14 H -1.468 2.115 -0.732
15 H -1.705 -0.738 0.921
16 H 1.954 -0.916 -0.191
17 H -1.087 1.530 0.906